[1]
The following is a quantum chemistry calculation of a 11-piece molecular cluster, C35H80BrFN12O25PS overall at a distorted geometry, from OMol25.

Structure (XYZ):
```
156
Properties=species:S:1:pos:R:3:mulliken_charge:R:1
Br 3.7992 -3.0841 0.8405 -0.104
S -0.8464 -0.5699 -6.1869 -0.352
P 0.2733 -1.3512 -4.7679 0.487
F 0.4841 -4.5779 -0.9100 -0.494
O -1.0055 0.2811 9.8861 -0.528
O 3.4273 -0.9237 5.1204 -0.535
O -0.9808 -9.3920 4.1672 -0.510
O -0.8509 6.4786 5.8657 -0.528
O -0.5982 -7.2696 3.9055 -0.517
O -6.4853 -4.1896 -0.6995 -0.495
O 1.5709 2.3851 7.8228 -0.490
O 2.7107 3.9933 -2.3567 -0.497
O -0.7349 7.0251 7.9658 -0.524
O 3.1547 -3.7025 -1.7646 -0.516
O -5.9548 -4.1464 1.4113 -0.518
O 4.4782 4.0862 -7.8447 -0.562
O 1.8145 -0.6442 -4.9541 -0.495
O 0.7959 -0.1663 0.1800 0.353
O -1.3112 -1.3776 -10.0842 -0.514
O 3.6178 -0.9193 7.2853 -0.555
O -5.2438 0.3865 -1.1334 -0.355
O -1.3143 -0.0211 7.7561 -0.508
O 6.9817 2.5399 -3.6950 -0.581
O 5.8191 5.4038 -6.7474 -0.461
O -3.1501 -2.4843 -10.4215 -0.529
O 2.8713 4.1144 8.0102 -0.539
O 5.5411 4.1505 -3.9219 -0.539
O 2.8313 4.5304 -0.2543 -0.545
O 0.4446 -3.0153 -5.2008 -0.496
N -6.7531 -4.0829 0.4897 0.864
N 3.3215 4.1741 -1.3143 0.925
N -0.2426 6.6711 6.9069 0.897
N 6.1331 3.1597 -4.3189 0.980
N -1.1439 -1.4699 0.3381 0.794
N -2.0758 -2.3052 -9.8725 0.904
N 5.1589 5.0979 -7.7258 0.863
N 0.8770 -1.1066 -0.8103 1.164
N -1.4664 0.5935 8.8018 0.905
N 3.1298 -1.3123 6.2401 0.974
N -0.3996 -8.4501 3.6581 0.871
N 2.6035 2.9343 8.1719 0.918
C -0.4609 2.0526 3.5909 -1.182
C -3.3786 1.5250 -4.2995 -0.488
C -2.1246 2.5392 -4.4430 -0.808
C -0.0873 -3.5686 -0.0287 -0.497
C 0.3414 1.9556 -3.5226 -0.870
C -2.5354 -1.1704 -0.0349 0.430
C -1.1272 2.4534 -3.1507 0.223
C -1.1616 -5.7864 1.0282 -1.113
C 1.6624 0.9952 2.2465 0.406
C -5.1009 0.4903 -2.5812 -0.371
C 1.0926 1.0756 -2.4223 -0.214
C -3.0435 0.0305 0.9624 -0.506
C 1.3771 2.3770 1.4164 -0.929
C -8.1801 -3.8555 0.8379 -0.712
C 0.6763 0.8801 3.4951 0.491
C -2.2865 1.8314 8.7393 -0.745
C 0.2852 -0.2347 -1.9488 -0.864
C 5.1859 6.0410 -8.8743 -0.749
C -6.0218 -0.8029 -0.8332 -0.605
C -1.4588 -4.2811 0.4941 -0.170
C 1.2271 6.4524 6.8754 -0.639
C 5.7960 2.6590 -5.6778 -0.837
C -0.2952 -2.1259 -0.6711 0.047
C 3.6180 2.0870 8.8505 -0.681
C -0.8407 -2.4058 -2.1481 -1.532
C 2.9750 -2.7725 -0.9276 0.004
C -0.5353 -1.0779 -3.0941 2.021
C 2.0776 -2.3558 6.3268 -0.626
C 0.6440 -8.7583 2.6457 -0.624
C -1.6666 -3.3088 -8.8558 -0.651
C -0.1067 -0.5005 3.7196 -0.631
C 1.7569 -0.2641 1.2462 -0.546
C 2.1706 -1.4992 -1.4419 0.083
C 4.7885 3.9376 -1.3460 -0.850
C -4.3251 1.8344 -3.0392 -0.653
H 5.1971 4.1350 -0.3560 0.319
H -1.5089 -5.8722 2.1279 0.333
H -3.2800 1.5501 8.3920 0.293
H 2.4317 -3.2252 5.7737 0.308
H -8.7495 -4.7043 0.4610 0.301
H 1.6450 7.1346 6.1357 0.299
H -2.4241 -3.3111 -8.0729 0.255
H -1.8007 2.5124 8.0410 0.263
H 0.5049 -1.4543 3.5863 0.249
H -2.7212 -0.7667 -1.0818 -0.800
H 2.2361 -1.0053 -5.7677 0.361
H -1.6929 1.8410 -2.3731 -0.413
H 4.9479 2.8974 -1.6283 0.210
H -2.3357 2.2702 9.7342 0.319
H 2.1453 0.8599 -2.8409 0.229
H 1.5899 3.2172 2.1801 0.582
H -6.1353 0.4229 -3.0707 0.366
H -3.7937 2.3119 -2.1444 0.275
H 0.3439 -8.2868 1.7105 0.204
H -5.6532 -1.2570 0.1475 0.056
H -2.5252 3.6121 -4.6044 0.352
H -1.5886 2.2180 -5.4155 0.340
H 5.4258 1.6396 -5.5685 0.281
H -1.0871 3.5369 -2.7485 0.464
H -1.9690 -2.5211 -2.3177 0.414
H -4.5070 -0.4540 -2.9068 0.195
H 6.7077 2.6873 -6.2736 0.284
H -7.1349 -0.5179 -0.7678 0.307
H -8.4908 -2.9268 0.3603 0.264
H -3.5267 0.8760 0.3365 0.247
H -2.1878 -4.3705 -0.4000 0.192
H 1.3071 1.0445 4.4548 0.040
H 1.2497 1.7366 -1.5012 -0.111
H 4.5576 5.6436 -9.6694 0.313
H -1.9266 -3.7220 1.3725 0.140
H 2.2101 2.4692 0.6339 -0.095
H 0.6136 -3.4990 0.8720 0.413
H 0.7111 -9.8384 2.5286 0.320
H -0.9822 -1.7564 1.3028 0.368
H 0.9863 2.9055 -3.6706 0.475
H -1.0793 2.1577 2.6411 0.177
H 1.5861 -8.3504 3.0103 0.280
H -3.0648 0.4242 -4.2746 0.080
H 2.1278 -1.5785 -2.5951 0.062
H -1.0716 -0.4513 3.1111 -0.206
H -5.9496 -1.5765 -1.6868 0.369
H 6.2203 6.1256 -9.2056 0.285
H 0.3135 1.4704 -4.5729 0.235
H 1.3959 -3.1860 -5.3856 0.364
H -0.6967 -3.0242 -8.4520 0.216
H 3.8982 1.2950 8.1566 0.207
H -4.0273 1.6705 -5.2436 0.417
H 1.3984 5.4140 6.5979 0.215
H 1.9126 -2.6067 7.3730 0.309
H -8.2696 -3.7811 1.9201 0.307
H 1.6343 6.6587 7.8632 0.286
H -1.1922 1.8217 4.4537 0.285
H 5.2142 4.6145 -2.0791 0.466
H -1.6086 -4.2762 -9.3536 0.330
H 3.1592 1.6804 9.7513 0.288
H 2.9102 -0.6210 -1.2638 0.704
H 1.1721 -1.9449 5.8820 0.134
H -3.7870 -0.3313 1.7461 0.316
H -3.2100 -2.0751 0.2339 0.364
H -1.5403 -0.5334 -3.1834 -1.127
H 2.8692 -0.2725 0.9124 0.216
H 1.6129 -1.2847 1.7624 -0.032
H 5.0310 3.3040 -6.1131 0.408
H 0.3312 2.4219 0.9717 0.082
H 4.8034 6.9983 -8.5221 0.296
H 4.4796 2.7029 9.1017 0.301
H -0.4477 -0.5050 4.8283 0.199
H -0.6217 0.3063 -1.4678 -0.489
H 0.1276 3.0189 3.8145 0.300
H -2.0866 0.4905 1.3956 -0.389
H -1.7309 -6.5690 0.4030 0.348
H 2.7287 1.1546 2.6709 0.510
H -5.1387 2.5610 -3.4030 0.461
H -0.0332 -6.0293 1.0558 0.202
H -0.3800 -3.2193 -2.7983 0.790
```

The calculation puts the total energy at -199502.24989 eV. As for the total charge: +1.

[2]
The following is a quantum chemistry calculation of C35H83AlN9O10 as an isolated structure, from OMol25.

Structure (XYZ):
```
138
Properties=species:S:1:pos:R:3:mulliken_charge:R:1
Al -2.4147 0.0807 -3.5798 0.497
O 4.4766 2.0194 5.8813 -0.604
O -1.1639 0.6865 5.0198 -0.474
O 0.1295 -1.9852 -5.3972 -0.528
O -3.3280 -4.0883 9.0756 -0.607
O 4.3347 4.4383 -2.3997 -0.656
O 5.3643 0.3220 -7.2810 -0.567
O -0.3451 0.9272 1.0327 -0.541
O -1.0842 0.7951 -2.5729 -0.614
O -4.9814 -1.0720 4.0221 -0.555
O 1.5167 5.2335 -7.1061 -0.514
N 2.1603 4.4682 -3.0565 0.228
N 2.9937 3.9241 -8.2241 0.158
N -3.8347 -6.2627 8.7053 0.126
N -4.9183 -1.4392 6.2635 0.234
N 6.8269 -1.4097 -7.2497 0.159
N 5.6454 2.2106 7.8142 0.100
N 0.8798 -0.2316 4.6389 0.253
N -4.9188 -3.6534 -0.7955 -0.754
N 1.9581 -0.9836 -4.5076 0.276
C -5.5288 -2.0540 7.4199 -0.800
C 1.2143 -1.4626 -5.5339 0.025
C 3.1968 3.9958 -2.3454 0.038
C -3.6815 -0.6885 6.4214 -0.906
C -3.8207 -5.1356 9.4469 0.098
C -3.0827 -2.4072 -1.8993 0.191
C -4.2111 0.9400 -3.2158 -0.742
C 3.2314 -0.3482 -4.7218 -0.783
C 4.5146 2.2397 7.0744 0.182
C -3.2255 -6.2198 7.3857 -0.890
C 2.3954 5.5742 -3.9636 -0.896
C -1.5606 1.3461 1.6494 -0.729
C 3.3565 3.2461 -9.4455 -0.860
C -2.6100 0.2379 1.7665 -0.571
C 7.5437 -2.4286 -7.9790 -0.931
C 6.9974 -1.3031 -5.8108 -0.791
C 0.0337 0.6270 5.2348 -0.013
C -5.0510 0.6023 -1.9764 1.142
C -6.4603 1.2108 -1.9595 -0.669
C -2.4943 -1.9023 -3.2360 -0.882
C 0.8367 3.8801 -2.9715 -0.335
C -6.4595 2.6970 -1.6141 -1.195
C -1.3755 0.6672 -1.2100 0.391
C 5.9901 -0.5434 -7.8595 0.111
C 1.4034 -1.0877 -3.1640 -0.748
C 6.8928 1.8986 7.1401 -0.931
C 1.8705 4.6666 -8.1204 0.080
C -0.2406 1.2188 -0.3554 -0.464
C -5.4551 -1.5531 5.0300 0.058
C 2.2869 -0.2596 4.9674 -0.745
C -4.3448 -3.2348 -2.0861 -0.668
C 0.3622 -1.1427 3.6274 -0.630
C 3.8407 3.7828 -7.0523 -0.899
C -4.4332 -7.4892 9.1764 -0.921
C 5.6448 2.4796 9.2323 -0.904
H -0.0558 -0.5959 2.7839 0.048
H 1.4734 5.8179 -4.4834 0.426
H -2.8773 -1.1129 5.8222 0.197
H 1.6808 -1.2790 -6.5195 0.281
H 2.7738 6.4514 -3.4358 0.345
H -1.9674 2.2162 1.1195 0.493
H -6.3880 -2.1467 5.0238 0.216
H -0.1096 2.3031 -0.4844 0.272
H 5.9251 -0.6999 -8.9499 0.283
H 2.5012 0.4921 5.7235 0.028
H 3.4082 2.1651 -9.2974 0.292
H -6.9162 1.0669 -2.9466 0.362
H -3.0582 -2.3510 -4.0666 0.555
H 2.6035 3.4523 -10.2056 0.295
H -4.8065 0.6596 -4.1015 0.315
H 7.1007 2.6237 6.3529 0.296
H 3.2896 3.3316 -6.2263 0.199
H -1.4722 -2.2779 -3.3461 0.266
H -4.3102 -5.2528 10.4285 0.284
H 3.1390 5.2915 -4.7072 0.080
H -4.1061 -4.1303 -2.6706 0.431
H -4.7363 -2.9370 -0.0999 0.224
H 2.9219 3.1489 -1.6949 0.376
H 7.2897 -2.3571 -9.0359 0.279
H 1.1857 -1.7584 3.2702 0.376
H 2.5751 -1.2429 5.3492 0.367
H -2.0182 0.4059 -5.1322 -0.691
H -3.4016 -0.7121 7.4729 0.389
H -3.3243 -7.1998 6.9240 0.371
H 7.2766 -3.4286 -7.6299 0.346
H -3.6070 0.5990 1.5042 0.338
H -0.4148 -1.7841 4.0463 0.249
H -3.7116 -5.4742 6.7562 0.252
H 4.3251 3.5893 -9.8177 0.309
H 1.2360 -2.1329 -2.8947 0.370
H -5.2483 -7.8092 8.5236 0.341
H -5.0560 -2.6437 -2.6809 0.288
H -5.8191 3.2605 -2.2971 0.292
H -1.2744 1.6854 2.6475 0.452
H 1.2794 4.6872 -9.0521 0.230
H -3.3448 -1.5811 -1.2224 -0.315
H -6.0808 2.8499 -0.5987 0.260
H 3.6166 2.4879 7.6660 0.263
H 0.4441 -0.5674 -3.0942 -0.096
H 0.5151 3.5103 -3.9462 0.390
H 7.3805 -0.3196 -5.5370 0.302
H 4.2092 4.7536 -6.7190 0.277
H 0.5391 1.2945 5.9547 0.293
H -2.3579 -3.0197 -1.3457 0.414
H 7.6986 1.9176 7.8712 0.376
H -5.9268 -3.7347 -0.8532 0.240
H -2.3824 -0.5663 1.0637 0.234
H 7.6997 -2.0679 -5.4857 0.383
H -7.4609 3.1346 -1.6672 0.386
H 4.0328 -0.8769 -4.1942 0.283
H 3.4652 -0.3409 -5.7854 0.217
H -4.8369 -7.3291 10.1755 0.284
H -5.1475 -0.4851 -1.8846 -0.445
H -1.5021 -0.3871 -0.9143 -0.116
H 2.1114 -0.6422 -2.4649 0.416
H -2.1701 -5.9560 7.4548 0.297
H -4.8480 -2.7680 7.8861 0.207
H -2.6543 -0.1733 2.7749 0.099
H 4.6844 3.1443 -7.3054 0.412
H 2.9034 -0.0308 4.0964 0.346
H 6.0475 -1.4447 -5.2959 0.149
H 6.8479 0.9126 6.6767 0.286
H -2.3113 1.1868 -0.9451 0.110
H 6.0120 1.6218 9.8006 0.332
H -4.5330 0.9471 -1.0700 -0.337
H 3.2304 0.6879 -4.3713 0.241
H -3.6981 -8.2955 9.2279 0.336
H 6.2677 3.3441 9.4739 0.333
H -7.0873 0.6780 -1.2337 0.340
H 4.6261 2.6920 9.5544 0.297
H -4.0820 2.0322 -3.2777 0.149
H 0.1044 4.6072 -2.6157 0.357
H 0.8477 3.0291 -2.2954 -0.383
H -6.4313 -2.5767 7.1012 0.307
H 0.6859 0.7421 -0.6907 -0.058
H -3.8010 0.3434 6.0926 0.319
H 8.6245 -2.3054 -7.8759 0.332
H -5.8115 -1.3075 8.1676 0.333
```

The calculation puts the total energy at -78126.12843 eV. As for the total charge: -1.

[3]
The following is a quantum chemistry calculation of a 8-piece molecular cluster, C35H83BClFN5O15P2S8 overall at a distorted geometry, from OMol25.

Structure (XYZ):
```
151
Properties=species:S:1:pos:R:3:mulliken_charge:R:1
Cl 0.7365 1.9726 -3.6795 -0.235
S -8.6837 2.0758 5.1793 0.496
S 0.1597 5.2366 3.2329 0.529
S 0.4454 1.3218 4.8062 0.900
S 7.5352 -2.5033 2.0588 0.383
S 11.0641 -4.4878 6.1602 0.479
S -1.1870 -6.3008 -1.6909 0.419
S 4.2144 1.9180 2.8248 0.588
S 0.6855 0.1279 0.6938 0.077
P -0.7272 2.9725 -0.5270 0.450
P 1.0931 0.7800 -1.0989 -0.175
F -3.8811 2.4541 -4.0821 -0.355
O -4.9509 2.9042 -1.3651 -0.497
O -5.0283 -1.1141 -6.1668 -0.528
O 3.3757 2.3115 1.6563 -0.537
O 0.2727 5.1345 1.7429 -0.662
O -0.5143 -2.9450 -0.2327 -0.340
O -1.9582 0.6111 -7.3169 -0.438
O -0.9879 -5.1380 -2.6083 -0.700
O -0.7689 1.8709 -8.7791 -0.476
O -7.2704 1.9291 5.6031 -0.592
O 1.4638 -3.7206 0.5639 -0.560
O -6.7116 -0.5483 -4.5680 -0.567
O -4.0985 1.5373 0.2626 -0.294
O -0.4308 2.4013 5.3304 -0.698
O 6.6500 -1.4206 2.5835 -0.499
O 11.0952 -3.4035 5.1424 -0.577
N -2.0211 -0.0393 -3.6403 1.693
N -1.4072 -2.8740 -4.4211 -0.003
N -2.6863 1.2591 -1.7629 1.820
N -4.1390 -0.3019 -2.7529 0.875
N -5.1640 0.0924 -1.9021 -0.523
C -0.2908 -0.2455 5.2895 -1.152
C -1.6517 1.7798 -7.9670 0.180
C -1.2447 0.4572 -6.0771 -2.011
C 0.4156 -3.1328 0.7273 0.056
C -0.0039 -2.3423 -1.4511 -1.774
C 12.7183 -5.1815 6.2381 -0.950
C -4.7013 2.6560 -0.2098 0.485
C 0.3090 -0.9860 -3.9096 -1.642
C -9.0044 0.7917 3.9617 -0.756
C 10.2965 -5.9160 5.3829 -0.886
C -1.4312 1.9938 -2.0368 1.079
C -2.6367 3.0349 -4.2437 1.590
C -2.0099 3.8547 0.3853 -0.856
C -0.0666 -2.3000 -4.6554 -1.857
C 0.5318 6.9378 3.6668 -1.140
C -2.8898 4.4338 -4.8135 -1.976
C -2.3030 0.0200 -5.0778 -1.362
C 6.7926 -4.0614 2.5570 -0.935
C -5.1622 3.5787 0.8917 -1.210
C 8.9529 -2.6032 3.1504 -0.960
C 1.8592 1.2067 5.9110 -1.075
C -1.8842 -7.6248 -2.6804 -1.036
C -4.4651 -1.4256 -3.6500 -0.896
C 5.9309 2.0832 2.3272 -1.148
C 0.4617 4.2491 -1.0899 -1.530
C -1.0530 -1.3285 -1.8605 -1.043
C -1.8656 3.1888 -2.9456 -2.690
C -8.7429 3.4462 4.0176 -0.474
C 1.6549 4.5144 3.8996 -0.455
C 4.2247 0.1303 2.9030 -0.958
C -2.9895 0.8962 -0.3829 -2.023
C -0.2365 1.0627 -2.4236 0.493
C -0.7169 -0.3215 -3.0139 1.657
C 0.4257 -7.0431 -1.4538 -0.924
C -2.9682 0.3054 -2.7196 -1.487
B -5.4421 -1.0252 -4.8587 0.633
H -2.0332 2.5460 -4.9947 -0.836
H 7.4661 -4.8790 2.3005 0.387
H -3.2484 -0.1570 -0.3786 0.858
H -1.2721 -7.7823 -3.5683 0.317
H -0.4913 -0.2959 -6.2589 0.321
H 1.6768 4.6699 4.9779 0.524
H 1.4762 7.2349 3.2111 0.298
H -1.2244 -0.3574 4.7422 0.333
H -5.8594 0.6355 -2.3923 0.206
H -2.4831 3.1711 1.0791 0.348
H 9.5358 -1.6936 3.0300 0.374
H -2.8899 -7.3316 -2.9733 0.328
H -8.5249 4.3619 4.5625 0.326
H -7.9952 3.2959 3.2384 -0.121
H -3.5579 4.3207 -5.6607 0.536
H -1.8964 -1.9199 -2.1948 0.277
H -2.1374 0.9496 0.2894 0.965
H 3.2178 -0.1997 3.1610 0.143
H -3.1572 0.6630 -5.2429 1.096
H 0.3144 -7.9687 -0.8901 0.418
H 1.2269 -1.1746 -3.3709 0.602
H -9.7401 3.5124 3.5824 0.358
H -8.2404 0.8256 3.1845 0.145
H -0.4902 -0.2428 6.3610 0.374
H 8.6225 -2.6881 4.1838 0.286
H 0.9747 -1.9379 -1.2256 0.674
H 0.6771 -3.0440 -4.3755 0.373
H 6.5984 -4.0466 3.6298 0.284
H -2.5491 3.7458 -2.3049 0.310
H -5.5472 -0.7101 -1.4301 0.223
H -4.8761 4.5878 0.6326 0.331
H -1.2949 -3.6270 -3.7508 0.135
H -7.3227 -1.2810 -4.4507 0.299
H -2.3062 2.6171 -7.6956 0.363
H 13.0529 -5.4450 5.2349 0.302
H 6.1361 3.1419 2.1799 0.381
H -2.7739 4.3778 -0.1886 0.289
H 0.8866 -7.2364 -2.4223 0.327
H 1.4255 4.0708 -0.6287 0.249
H -9.9955 0.9377 3.5319 0.348
H -8.9666 -0.1675 4.4729 0.308
H -1.4787 4.5901 0.9967 0.220
H 6.5741 1.6877 3.1125 0.391
H 2.4706 0.3487 5.6301 0.313
H 0.0657 -2.1849 -5.7244 0.556
H 0.1293 5.2104 -0.7132 0.507
H 9.5660 -3.4605 2.8792 0.371
H 1.0340 -6.3401 -0.8871 0.237
H 4.9277 -0.1945 3.6658 0.472
H 1.6320 3.4489 3.6815 -0.565
H 5.8560 -4.1765 2.0153 0.299
H -3.5779 -1.9665 -3.9571 0.121
H -0.7237 1.3789 -5.8429 0.887
H 1.9674 -0.1371 -1.7031 0.269
H 10.7945 -6.1313 4.4372 0.300
H 0.5848 7.0273 4.7512 0.410
H -3.4103 5.0146 -4.0584 0.420
H -1.0915 3.9115 -3.1542 0.666
H -1.9298 -8.5336 -2.0815 0.400
H 0.3873 -1.0586 5.0284 0.349
H -1.6983 -3.3212 -5.2798 0.383
H 1.8959 1.9230 -1.0266 0.279
H 12.7125 -6.0597 6.8834 0.372
H 0.6527 -0.3168 -4.6882 1.050
H 2.5235 4.9687 3.4231 0.544
H -5.4995 -1.8278 -6.6056 0.306
H -6.2310 3.4961 1.0403 0.358
H -5.0276 -2.1266 -3.0319 0.456
H 6.0926 1.5394 1.3975 0.298
H -1.3602 -0.8401 -0.9439 0.410
H 13.3765 -4.4247 6.6584 0.323
H -4.6702 3.3503 1.8298 0.388
H 9.2502 -5.6766 5.2028 0.244
H -2.6547 -0.9349 -5.4484 0.644
H 0.1304 -2.7242 1.6990 0.531
H -0.2729 7.5645 3.2886 0.377
H 1.5133 1.1091 6.9402 0.452
H 0.6202 4.3651 -2.1576 0.587
H 0.1183 -3.1527 -2.1583 0.456
H 10.3628 -6.7729 6.0526 0.403
H 2.4428 2.1186 5.8026 0.257
H 4.5084 -0.2781 1.9375 0.368
H -1.9657 4.9095 -5.1142 0.408
```

The calculation puts the total energy at -196968.02267 eV. As for the total charge: +1.

These records have gap between HOMO and LUMO values of 8.23, 6.02, 7.04 eV, in the order they appear.
These records have LUMO level values of -2.94, 1.74, -2.02 eV, in the order they appear.